C3H12N2O2 | ωB97M-V with the def2-TZVPD basis set

Each line ends with the Löwdin charge.
Cartesian coordinates (Å):
C: 0.847 -1.973 0.006  -0.089
C: -0.048 -1.001 -0.745  -0.278
N: 0.342 1.853 -1.065  0.071
C: -0.446 1.209 -0.085  -0.303
N: -0.609 -0.009 0.187  0.016
H: 1.901 -1.793 0.198  0.042
H: 0.804 -2.956 -0.465  0.069
H: 0.378 -2.073 0.986  0.073
H: -0.884 -1.546 -1.179  0.109
H: 0.451 -0.494 -1.576  0.084
H: 0.425 1.359 -1.931  0.057
H: -0.031 2.785 -1.199  0.077
H: -0.934 1.952 0.543  0.104
H: 3.283 -0.487 0.523  0.004
H: 4.301 0.121 1.529  0.034
O: 4.192 -0.155 0.615  -0.063
H: -4.104 1.019 0.950  0.009
H: -4.544 -0.265 1.584  0.017
O: -4.332 0.129 0.755  -0.034

Forces on atoms 1 to 6 (eV/Å):
-0.661 -0.899 0.378
0.423 0.923 0.204
-0.938 -0.053 0.643
0.307 0.682 -0.002
-0.012 -0.391 -0.559
0.008 0.639 -0.373

The SMILES is CC/N=C\N.O.O. Its net charge is 0. As for the HOMO energy: -9.491 eV. Its HOMO-LUMO gap is 10.3 eV. The energy above the lowest of the compared OMol25 structures with the same formula, charge and spin comes out at 141.0 kJ/mol. Its LUMO energy is 0.774 eV. Its total energy is -381.461215 hartree. For the max |F|, the calculation gives 1.42 eV/Å.